Molecular formula: C37H38BrN7O10S
Method: DFT, ωB97M-V with the def2-TZVPD basis set

Positions of all 94 atoms, in Å:
C 2.506 -2.434 0.930
C 0.963 -1.984 0.824
O 0.703 -0.630 1.290
C 0.189 0.211 0.225
C -0.492 1.575 0.749
O -1.654 1.374 1.591
C -2.875 1.854 0.947
C -4.024 0.794 1.342
C -4.988 0.132 0.321
C -6.089 -0.954 0.730
C -6.968 -1.566 -0.457
C -8.549 -1.624 -0.176
N -9.385 -1.083 -1.319
C -6.170 -1.337 2.223
Br -7.445 -2.702 2.856
C -5.205 -0.671 3.304
N -5.207 -0.999 4.714
S -3.940 -0.014 5.299
N -3.303 0.876 3.994
C -4.114 0.403 2.884
H 3.222 -1.572 1.169
H 2.842 -2.935 -0.056
H 2.622 -3.214 1.781
H 0.358 -2.682 1.514
H 0.614 -2.188 -0.247
H 1.110 0.538 -0.406
H -0.493 -0.365 -0.498
H -0.652 2.285 -0.133
H 0.307 2.086 1.420
H -3.120 2.865 1.454
H -2.782 1.977 -0.186
H -4.908 0.432 -0.789
H -6.508 -2.597 -0.706
H -6.816 -0.873 -1.375
H -8.827 -2.750 -0.115
H -8.868 -1.181 0.836
H -10.297 -1.582 -1.247
H -9.584 -0.100 -1.076
O 0.379 5.111 1.775
N -0.662 5.321 1.167
O -1.022 4.699 0.176
C -1.532 6.394 1.655
C -1.140 7.150 2.758
C -1.959 8.183 3.203
C -3.160 8.451 2.551
C -3.551 7.685 1.456
C -2.737 6.652 1.003
H -0.207 6.952 3.275
H -1.661 8.782 4.056
H -3.794 9.261 2.898
H -4.489 7.896 0.954
H -3.052 6.065 0.146
O -5.713 -7.501 1.495
N -4.524 -7.519 1.205
O -3.892 -8.532 0.936
C -3.806 -6.242 1.183
C -4.480 -5.068 1.520
C -3.789 -3.861 1.521
C -2.438 -3.830 1.185
C -1.774 -5.003 0.839
C -2.456 -6.216 0.838
H -5.532 -5.078 1.784
H -4.302 -2.943 1.788
H -1.901 -2.885 1.192
H -0.721 -4.973 0.575
H -1.925 -7.123 0.570
O 3.954 -4.315 -1.495
N 4.259 -3.510 -2.365
O 3.454 -2.912 -3.067
C 5.683 -3.248 -2.584
C 6.633 -3.935 -1.830
C 7.985 -3.700 -2.058
C 8.380 -2.783 -3.028
C 7.426 -2.092 -3.770
C 6.072 -2.322 -3.551
H 6.339 -4.653 -1.072
H 8.733 -4.235 -1.481
H 9.436 -2.606 -3.207
H 7.740 -1.376 -4.522
H 5.339 -1.779 -4.139
O 10.450 1.101 -2.931
N 9.411 1.301 -3.545
O 9.058 0.670 -4.533
C 8.532 2.371 -3.069
C 8.914 3.137 -1.969
C 8.087 4.168 -1.534
C 6.888 4.424 -2.193
C 6.506 3.648 -3.284
C 7.328 2.618 -3.727
H 9.846 2.949 -1.447
H 8.379 4.775 -0.683
H 6.247 5.233 -1.854
H 5.569 3.851 -3.792
H 7.021 2.023 -4.581

Computed properties:
total charge	0
SMILES	CCOCCOCc1cc(CCN)c(Br)c2nsnc12.O=[N+]([O-])c1ccccc1.O=[N+]([O-])c1ccccc1.O=[N+]([O-])c1ccccc1.O=[N+]([O-])c1ccccc1
E_HOMO	-8.52	eV
gap between HOMO and LUMO	7.32	eV

These are the Löwdin partial charges, in e, on atoms 1 to 2: number 1, C, carries -0.08; number 2, C, carries -0.25


Molecular formula: C37H38FNO4PdSb
Method: DFT, ωB97M-V with the def2-TZVPD basis set

Positions of all 83 atoms, in Å:
Pd -0.161 0.203 0.373
C 5.684 4.591 -1.275
C 5.472 4.317 0.209
C 6.758 4.019 0.963
C 7.414 2.757 0.419
C 6.424 1.618 0.359
C 6.854 0.314 0.336
C 5.936 -0.733 0.301
F 6.407 -1.987 0.290
C 4.592 -0.518 0.294
C 4.121 0.803 0.315
C 2.688 1.058 0.316
O 1.897 0.069 0.164
C 2.281 2.396 0.442
C 3.236 3.386 0.435
N 4.544 3.169 0.371
C 5.032 1.865 0.343
C 0.857 2.843 0.596
O 0.544 3.975 0.314
O 0.046 1.966 1.164
H 6.429 5.376 -1.411
H 4.752 4.919 -1.737
H 6.021 3.696 -1.800
H 4.979 5.174 0.663
H 6.526 3.886 2.022
H 7.427 4.874 0.874
H 8.257 2.466 1.045
H 7.815 2.944 -0.580
H 7.913 0.085 0.355
H 3.892 -1.341 0.286
H 2.911 4.419 0.474
C -4.283 0.900 2.635
C -5.148 0.833 1.403
C -6.501 1.152 1.486
C -7.328 1.103 0.373
C -6.816 0.749 -0.866
C -5.470 0.430 -0.982
C -4.658 0.442 0.150
Sb -2.652 -0.162 -0.056
C -2.587 -1.721 1.445
C -1.667 -1.481 2.468
C -1.479 -2.387 3.503
C -2.215 -3.559 3.522
C -3.160 -3.789 2.533
C -3.377 -2.883 1.497
C -4.445 -3.205 0.489
C -2.555 -0.919 -2.050
C -3.502 -1.868 -2.444
C -3.513 -2.389 -3.728
C -2.571 -1.950 -4.643
C -1.649 -0.986 -4.269
C -1.618 -0.444 -2.983
C -0.589 0.627 -2.719
H -4.759 1.503 3.406
H -3.308 1.349 2.421
H -4.110 -0.095 3.047
H -6.910 1.450 2.445
H -8.375 1.359 0.472
H -7.455 0.721 -1.739
H -5.062 0.175 -1.951
H -1.123 -0.548 2.518
H -0.775 -2.163 4.294
H -2.073 -4.282 4.316
H -3.751 -4.698 2.562
H -5.120 -3.969 0.872
H -4.000 -3.594 -0.429
H -5.038 -2.324 0.236
H -4.256 -2.197 -1.748
H -4.257 -3.124 -4.008
H -2.566 -2.339 -5.653
H -0.934 -0.626 -4.999
H -0.272 1.067 -3.664
H 0.307 0.213 -2.257
H -0.964 1.441 -2.102
C 1.079 -4.068 -0.278
C -0.114 -3.189 0.009
O 0.201 -1.808 -0.289
H 0.812 -5.109 -0.096
H 1.918 -3.817 0.375
H 1.397 -3.980 -1.320
H -0.407 -3.256 1.055
H -0.967 -3.471 -0.608
H 1.120 -1.723 -0.575

Computed properties:
total charge	+1
relative energy (zero: lowest compared OMol25 entry of this formula, charge and spin)	2.10	kcal/mol
E_HOMO	-11.23	eV
gap between HOMO and LUMO	7.71	eV

These are the Löwdin partial charges, in e, on atoms 1 to 2: number 1, Pd, carries 0.80; number 2, C, carries -0.02


Molecular formula: C37H38GeNO2Sn
Method: DFT, ωB97M-V with the def2-TZVPD basis set

Positions of all 80 atoms, in Å:
Sn -0.296 0.781 -0.797
O -1.290 -1.018 -0.504
C -1.456 -2.293 -0.021
C -0.456 -2.646 1.126
C 0.928 -2.863 0.591
C 1.507 -4.127 0.531
C 2.749 -4.258 -0.063
C 3.369 -3.135 -0.586
C 2.725 -1.905 -0.484
C 3.307 -0.630 -1.021
C 2.583 -0.091 -2.294
O 1.251 0.132 -2.079
C 3.298 1.228 -2.675
C 2.577 2.415 -2.709
C 3.203 3.621 -2.997
C 4.563 3.660 -3.263
C 5.290 2.476 -3.252
C 4.660 1.274 -2.966
C 2.733 -1.048 -3.494
C 1.735 -1.028 -4.468
C 1.824 -1.822 -5.599
C 2.912 -2.669 -5.779
C 3.907 -2.702 -4.817
C 3.819 -1.892 -3.690
N 1.543 -1.785 0.114
C -2.910 -2.392 0.473
C -3.282 -2.601 1.793
C -4.625 -2.621 2.163
C -5.614 -2.434 1.213
C -5.250 -2.216 -0.113
C -3.916 -2.192 -0.473
C -1.218 -3.342 -1.120
C -0.419 -3.024 -2.212
C -0.072 -4.001 -3.137
C -0.533 -5.302 -2.989
C -1.347 -5.622 -1.911
C -1.683 -4.647 -0.982
H -0.788 -3.556 1.631
H -0.459 -1.817 1.838
H 0.977 -4.987 0.921
H 3.227 -5.229 -0.129
H 4.336 -3.211 -1.066
H 4.376 -0.741 -1.205
H 3.182 0.146 -0.263
H 1.514 2.379 -2.513
H 2.621 4.536 -3.010
H 5.054 4.601 -3.481
H 6.351 2.489 -3.470
H 5.240 0.359 -2.979
H 0.880 -0.386 -4.303
H 1.034 -1.790 -6.340
H 2.977 -3.300 -6.657
H 4.759 -3.362 -4.938
H 4.616 -1.935 -2.959
H -2.529 -2.740 2.558
H -4.892 -2.782 3.201
H -6.658 -2.451 1.499
H -6.014 -2.059 -0.865
H -3.628 -2.004 -1.500
H -0.047 -2.011 -2.312
H 0.572 -3.740 -3.968
H -0.261 -6.063 -3.711
H -1.720 -6.633 -1.791
H -2.317 -4.903 -0.139
C 0.923 4.188 0.638
Ge 1.756 2.632 1.514
C 1.880 3.045 3.443
C 3.621 2.553 0.893
C 0.648 1.077 1.217
H 1.337 5.128 1.010
H -0.154 4.188 0.812
H 1.085 4.140 -0.440
H 2.439 3.967 3.618
H 2.384 2.231 3.968
H 0.883 3.156 3.873
H 4.145 3.431 1.279
H 3.689 2.561 -0.195
H 4.133 1.665 1.267
H -0.247 1.277 1.828
H 1.118 0.172 1.601

Computed properties:
total charge	-1
relative energy (zero: lowest compared OMol25 entry of this formula, charge and spin)	2.73	kcal/mol
E_HOMO	-3.94	eV
gap between HOMO and LUMO	6.72	eV

These are the Löwdin partial charges, in e, on atoms 1 to 2: number 1, Sn, carries 1.11; number 2, O, carries -0.40


Molecular formula: C37H38N4NiO2S2Si
Method: DFT, ωB97M-V with the def2-TZVPD basis set

Positions of all 85 atoms, in Å:
Ni 0.275 0.096 -0.093
C 1.858 0.023 1.277
Si 1.756 1.426 2.398
C -0.098 1.580 2.688
N -0.812 1.611 1.386
C -2.186 1.078 1.552
C -3.088 1.951 2.425
C -2.972 3.447 2.063
C -2.227 3.621 0.744
C -0.836 3.006 0.833
C 2.443 3.011 1.647
C 2.228 4.264 2.236
C 2.718 5.431 1.664
C 3.449 5.368 0.481
C 3.688 4.137 -0.115
C 3.186 2.972 0.464
C 2.594 1.222 4.072
C 3.661 2.025 4.487
C 4.315 1.791 5.694
C 3.906 0.749 6.515
C 2.846 -0.061 6.123
C 2.203 0.175 4.915
H 1.561 -0.881 1.820
H 2.856 -0.133 0.859
H -0.408 2.414 3.334
H -0.383 0.653 3.200
H -2.100 0.079 1.964
H -2.616 0.958 0.561
H -2.835 1.795 3.475
H -4.116 1.599 2.303
H -2.421 3.980 2.843
H -3.957 3.912 2.008
H -2.113 4.679 0.499
H -2.804 3.176 -0.071
H -0.243 3.641 1.491
H -0.340 3.043 -0.137
H 1.672 4.330 3.169
H 2.537 6.387 2.140
H 3.834 6.275 0.032
H 4.272 4.082 -1.027
H 3.380 2.011 -0.008
H 3.993 2.845 3.858
H 5.142 2.425 5.994
H 4.413 0.565 7.455
H 2.525 -0.879 6.757
H 1.387 -0.480 4.617
O -1.803 -3.188 1.370
C -1.293 -2.365 0.618
O -0.658 -1.309 0.959
C -1.503 -2.588 -0.878
C -2.344 -3.657 -1.293
C -2.578 -3.827 -2.619
C -1.975 -2.946 -3.553
C -2.175 -3.056 -4.950
C -1.570 -2.185 -5.810
C -0.732 -1.164 -5.302
C -0.525 -1.038 -3.958
C -1.144 -1.928 -3.048
N -0.926 -1.762 -1.707
H -2.762 -4.290 -0.525
H -3.221 -4.623 -2.980
H -2.820 -3.844 -5.321
H -1.728 -2.272 -6.878
H -0.249 -0.477 -5.986
H 0.118 -0.261 -3.567
C 3.468 -1.494 -1.203
C 3.038 -0.190 -1.792
N 1.848 0.315 -1.659
C 1.692 1.485 -2.375
C 2.799 1.900 -3.032
S 4.065 0.783 -2.772
C 0.320 2.003 -2.475
C -0.119 3.046 -3.214
S -1.823 3.021 -3.284
C -1.867 1.630 -2.277
N -0.684 1.231 -1.897
C -3.154 0.924 -1.979
H 2.683 -1.856 -0.545
H 4.390 -1.389 -0.630
H 3.638 -2.224 -1.997
H 2.927 2.770 -3.659
H 0.462 3.778 -3.757
H -3.857 1.049 -2.801
H -3.628 1.303 -1.076
H -2.951 -0.138 -1.840

Computed properties:
total charge	0
spin multiplicity	3
⟨S²⟩	2.006
relative energy (zero: lowest compared OMol25 entry of this formula, charge and spin)	2.96	kcal/mol
E_HOMO (alpha / beta)	-7.00 / -7.99	eV
gap between HOMO and LUMO (alpha / beta)	6.85 / 7.80	eV

These are the Löwdin partial charges, in e, on atoms 1 to 2: number 1, Ni, carries 0.66; number 2, C, carries -0.26